(1)
C3H12N2O | wB97M-V/def2-TZVPD

XYZ file:
```
18
Properties=species:S:1:pos:R:3:forces:R:3
N 0.943913 0.453096 -1.643887 0.0 -0.1 -0.4
C 1.132595 0.228377 -0.215951 0.4 0.3 0.3
C 0.108330 1.012228 0.601175 -0.5 -0.6 -0.8
C -0.284281 0.272345 1.859610 -0.2 -0.3 0.4
N -1.106364 1.109945 2.726130 -0.2 0.0 0.2
H 1.633012 -0.049636 -2.190123 0.0 -0.1 0.1
H 1.083133 1.428639 -1.879323 -0.1 0.1 0.1
H 2.144192 0.497515 0.125655 -0.1 0.0 0.0
H 1.039755 -0.836707 0.004331 -0.2 -0.1 -0.2
H 0.411713 2.043612 0.754308 0.2 0.1 0.4
H -0.807236 1.051704 -0.009535 0.2 0.2 0.0
H 0.558906 -0.092597 2.450177 0.3 0.3 -0.1
H -0.794825 -0.651218 1.539658 0.0 0.1 0.0
H -2.035211 1.227159 2.338366 0.0 0.1 -0.2
H -1.259362 0.658244 3.619202 0.1 0.0 0.1
O -0.936243 -3.107328 -3.586344 0.0 0.2 0.2
H -0.344663 -2.347946 -3.674321 -0.2 -0.1 0.1
H -1.487365 -2.897431 -2.819128 0.2 0.0 -0.2
```
Forces are in eV/Å.

- SMILES: NCCCN.O
- HOMO energy: -0.3469 Ha
- Energy above the lowest of the compared OMol25 structures with the same formula, charge and spin: 27.0 kJ/mol
- Molar mass: 92.1 g mol⁻¹

=====

(2)
C6H10Be2BrClF8N3O4P2 | wB97M-V/def2-TZVPD

XYZ file:
```
37
Properties=species:S:1:pos:R:3:forces:R:3
N 1.967489 -0.831487 -0.034987 0.2 2.0 -1.9
P 2.959671 0.443068 -0.813392 3.3 -0.2 1.5
O 4.532951 0.439980 -0.003607 -3.5 -3.0 -1.3
N 3.309372 -0.175847 -2.450130 0.1 -0.2 -0.9
C 2.253216 -1.017079 -3.164627 5.9 -1.4 -3.2
C 3.204842 -1.795392 -4.243891 -1.6 3.4 3.9
N 4.599559 -1.218854 -4.120601 -3.6 1.6 1.7
C 4.592649 0.041168 -3.243451 -5.2 -5.7 -1.9
H 0.936610 -0.583175 -0.100149 1.3 -0.5 0.4
H 2.138208 -1.767330 -0.465791 -0.2 0.9 0.3
H 4.610471 -0.502065 0.364671 0.3 1.6 -0.4
H 1.111307 -1.081425 -2.911443 2.7 0.0 -0.4
H 2.760112 -2.650644 -4.911896 1.7 1.8 1.2
H 5.444724 -1.598166 -4.623676 -1.4 0.8 0.6
H 5.393800 0.887716 -3.122667 -0.7 -1.7 0.0
C -1.060855 -0.358602 2.511408 0.5 1.0 0.4
C -2.024528 -0.895450 1.508996 -0.7 0.0 0.1
O -2.415247 -2.133635 2.057740 0.1 0.5 0.4
C -2.306674 -1.973717 3.406559 -1.5 -2.2 2.9
O -2.811475 -2.721696 4.227273 1.5 2.0 -2.2
O -1.568935 -0.867506 3.728297 -0.4 -0.7 -0.3
F -1.411218 -1.128075 0.326880 0.7 -0.2 -1.1
H -0.041627 -0.729699 2.360242 0.0 -0.2 -0.2
H -1.038138 0.734445 2.522630 -0.1 -0.1 0.2
H -2.907585 -0.266480 1.353670 0.5 -0.3 -0.1
F -6.114099 2.834176 1.796762 -4.4 1.5 -1.3
P -5.242153 1.583424 2.118396 -4.3 2.1 3.1
F -6.020680 1.457389 3.462644 -3.9 1.0 2.4
F -4.237049 2.729173 1.796320 5.5 1.6 -0.1
F -6.351751 0.709813 1.459346 -4.2 -1.7 0.1
F -4.211768 1.048280 3.157590 5.0 -2.4 0.0
F -4.518896 0.720335 1.041026 6.1 -2.1 -4.5
F -4.502650 3.743084 3.862382 0.3 -0.2 -0.3
Be 3.209726 1.655163 -4.849381 0.3 -0.2 0.2
Br 3.569008 2.959551 -0.515662 -1.2 -1.2 -0.7
Be 6.176964 2.046258 -2.411805 1.3 2.0 0.9
Cl -3.985350 0.263300 -1.075675 -0.2 0.2 0.3
```
Forces are in eV/Å.

- HOMO energy: -0.3915 Ha
- Molar mass: 535.5 g mol⁻¹
- Total charge: +1

=====

(3)
C9H12NOS | wB97M-V/def2-TZVPD

XYZ file:
```
24
Properties=species:S:1:pos:R:3:forces:R:3
C 0.148699 -3.308616 -0.932964 0.6 3.1 1.0
C -0.456727 -3.010240 0.271951 -0.7 -2.3 0.9
C 0.899843 -2.337733 -1.607416 -2.0 -0.8 2.0
C -0.308881 -1.831623 0.973841 -0.8 -1.0 -0.5
C 0.874301 -1.092262 -1.040627 -1.5 -2.9 2.5
C 0.330429 -0.833399 0.231690 -0.1 0.2 1.0
C -1.657276 1.443117 -1.164312 2.1 2.1 -1.9
C 1.287380 3.006539 1.373095 -2.2 -2.8 -0.7
C 0.400415 0.501469 0.807277 -0.4 1.4 0.8
N -1.150828 1.459814 0.187137 0.8 0.0 1.7
O -1.444974 2.389973 0.849315 -0.6 0.3 0.7
S 1.330997 1.780794 0.066217 1.4 -0.6 0.2
H 0.040600 -4.246919 -1.294748 -0.3 -2.8 -1.3
H -1.022554 -3.864718 0.715347 0.4 1.0 -0.1
H 1.313480 -2.654474 -2.501373 1.1 0.2 -1.7
H -0.825119 -1.871846 1.961508 0.8 1.1 -0.8
H 1.252224 -0.312213 -1.484133 2.4 4.0 -2.6
H -2.658712 1.766251 -1.016894 -1.0 0.2 -0.5
H -1.530401 0.453547 -1.497579 -0.2 -1.2 -0.8
H -1.040667 2.215329 -1.880959 -1.6 -1.9 1.9
H 0.483201 3.633859 1.228061 -1.5 1.7 -0.4
H 2.165335 3.437051 1.467658 4.3 2.6 -0.5
H 1.214309 2.592195 2.330895 -0.6 -1.2 1.4
H 0.354925 0.684105 1.957012 -0.5 -0.7 -2.2
```
Forces are in eV/Å.

- HOMO energy (spin up / spin down): -0.4877 / -0.4877 Ha
- Energy above the lowest of the compared OMol25 structures with the same formula, charge and spin: 475.6 kJ/mol
- Molar mass: 182.3 g mol⁻¹
- Total charge: +1

=====

(4)
H12O6 | wB97M-V/def2-TZVPD

XYZ file:
```
18
Properties=species:S:1:pos:R:3:forces:R:3
O 0.863111 -2.293389 -2.403222 1.6 -0.8 -2.8
H 0.689111 -1.956389 -1.566222 -0.6 0.8 2.5
H 1.844111 -2.308389 -2.459222 -1.1 -0.1 0.0
O -0.069889 1.847611 -2.205222 -0.9 -0.3 1.2
H 0.390111 1.076611 -2.483222 0.4 -1.4 -0.3
H 0.276111 2.496611 -2.776222 0.4 1.6 -1.0
O 1.125111 -1.111389 0.049778 -0.4 -0.3 -0.8
H 1.985111 -0.774389 -0.140222 1.0 0.5 -0.1
H 1.107111 -1.312389 0.969778 -0.1 -0.5 1.4
O -0.499889 2.279611 2.526778 0.3 -1.1 0.1
H -0.623889 1.918611 1.633778 -0.1 0.0 0.2
H -0.694889 3.199611 2.514778 -0.3 1.0 -0.2
O -0.873889 0.496611 0.314778 -0.4 -0.8 1.9
H -0.109889 -0.082389 0.145778 -0.1 0.5 -0.4
H -1.023889 1.060611 -0.409222 -0.1 0.9 -1.7
O -1.334889 -1.836389 2.029778 0.8 -2.0 0.7
H -1.569889 -1.505389 2.891778 -0.2 0.5 0.1
H -1.478889 -1.195389 1.365778 -0.6 1.6 -0.8
```
Forces are in eV/Å.

- SMILES: O.O.O.O.O.O
- HOMO energy: -0.3998 Ha
- Energy above the lowest of the compared OMol25 structures with the same formula, charge and spin: 128.9 kJ/mol
- Molar mass: 108.1 g mol⁻¹